(1)
Below is a structure of composition C21H24AsIrO3S4Sb, with properties calculated with ωB97M-V with the def2-TZVPD basis set.

Calculated values
energy relative to the best compared isomer or geometry (same formula, charge and spin) = 129.5 kJ/mol
HOMO-LUMO gap (alpha / beta) = 5.0 / 5.2 eV
max |F| = 2.8 eV/A
highest occupied orbital energy (alpha / beta) = -2.693 / -3.591 eV
charge = -1
2S+1 = 5
calculated total energy = -141861.1068 eV
<S²> = 6.045

Positions of all 55 atoms, in Å:
1 Ir -0.277 1.866 1.203
2 S 3.456 4.563 -0.958
3 Sb 2.953 4.377 1.276
4 S 2.243 1.996 1.278
5 S 0.485 4.311 1.091
6 O 0.550 -0.307 1.232
7 As 0.846 -1.183 -0.144
8 C -0.326 -2.699 -0.043
9 C -0.212 -3.546 1.053
10 C -1.056 -4.639 1.168
11 C -2.013 -4.886 0.191
12 C -2.127 -4.038 -0.899
13 C -1.282 -2.942 -1.019
14 C 2.671 -1.773 -0.206
15 C 2.970 -3.132 -0.203
16 C 4.292 -3.551 -0.242
17 C 5.313 -2.612 -0.293
18 C 5.010 -1.257 -0.308
19 C 3.692 -0.830 -0.268
20 C 0.478 -0.129 -1.728
21 C 0.021 1.182 -1.698
22 C -0.193 1.873 -2.878
23 C 0.039 1.259 -4.099
24 C 0.486 -0.053 -4.143
25 C 0.705 -0.742 -2.960
26 H 0.528 -3.346 1.819
27 H -0.970 -5.298 2.023
28 H -2.672 -5.739 0.284
29 H -2.876 -4.227 -1.658
30 H -1.376 -2.277 -1.868
31 H 2.177 -3.869 -0.167
32 H 4.525 -4.609 -0.235
33 H 6.345 -2.936 -0.326
34 H 5.804 -0.522 -0.352
35 H 3.460 0.230 -0.280
36 H -0.199 1.716 -0.776
37 H -0.542 2.896 -2.833
38 H -0.129 1.806 -5.018
39 H 0.671 -0.536 -5.094
40 H 1.066 -1.765 -2.997
41 C -4.700 2.556 1.064
42 S -3.324 3.200 2.010
43 C -3.948 4.872 2.201
44 O -2.185 3.304 1.066
45 H -5.605 2.584 1.673
46 H -4.442 1.529 0.812
47 H -4.826 3.148 0.157
48 H -4.871 4.847 2.783
49 H -4.122 5.313 1.220
50 H -3.189 5.443 2.732
51 C -0.378 1.941 3.285
52 H 0.541 1.522 3.685
53 H -1.235 1.357 3.613
54 H -0.483 2.978 3.598
55 O -1.773 0.774 1.177

(2)
Below is a structure of composition C21H24Br2Cl36IN2, with properties calculated with ωB97M-V with the def2-TZVPD basis set.

Calculated values
HOMO-LUMO gap = 7.4 eV
max |F| = 2.5 eV/A
highest occupied orbital energy = -12.143 eV
charge = +1
2S+1 = 1
calculated total energy = -624128.9609 eV

Positions of all 86 atoms, in Å:
1 C 1.116 -2.536 -1.087
2 C 1.568 -1.599 -0.492
3 C 1.923 -0.218 -0.079
4 C 0.581 0.319 0.522
5 N -0.055 -0.490 1.562
6 C -0.279 0.444 -0.796
7 N 0.711 0.460 -1.991
8 I 0.345 2.255 -3.062
9 C 2.003 0.768 -1.294
10 C 3.239 0.798 -2.100
11 Br 3.632 -0.644 -3.305
12 C 4.071 1.817 -2.001
13 C 3.815 3.012 -1.091
14 Br 5.691 1.923 -3.017
15 H 0.599 -3.308 -1.605
16 H 2.817 -0.166 0.544
17 H 0.678 1.319 0.971
18 H -0.546 0.166 2.164
19 H 0.673 -0.889 2.148
20 H -0.818 1.378 -0.873
21 H -0.863 -0.463 -0.956
22 H 0.685 -0.338 -2.636
23 H 1.740 1.706 -0.803
24 H 2.834 3.409 -1.393
25 H 3.687 2.684 -0.056
26 H 4.568 3.787 -1.201
27 C -0.742 4.840 1.501
28 Cl -1.627 3.830 2.636
29 Cl 0.770 5.389 2.211
30 Cl -0.447 3.938 0.001
31 H -1.348 5.705 1.259
32 C -3.772 -0.998 2.044
33 Cl -4.566 -1.679 3.466
34 Cl -4.844 -1.047 0.641
35 Cl -3.250 0.660 2.352
36 H -2.896 -1.597 1.823
37 C -7.080 -4.443 2.863
38 Cl -7.653 -5.717 3.937
39 Cl -5.483 -4.841 2.217
40 Cl -8.225 -4.167 1.550
41 H -6.992 -3.529 3.435
42 C -10.768 -3.631 5.418
43 Cl -9.256 -2.962 4.786
44 Cl -10.554 -5.303 5.937
45 Cl -11.372 -2.642 6.748
46 H -11.501 -3.615 4.623
47 C 7.638 -1.589 -2.465
48 Cl 6.806 -2.550 -1.240
49 Cl 9.202 -1.035 -1.868
50 Cl 7.830 -2.512 -3.957
51 H 7.030 -0.719 -2.682
52 C -0.856 -1.243 -5.674
53 Cl -1.188 0.478 -5.439
54 Cl 0.173 -1.494 -7.074
55 Cl -0.111 -1.946 -4.222
56 H -1.798 -1.750 -5.845
57 C 4.418 -2.160 3.031
58 Cl 5.410 -0.718 3.252
59 Cl 2.751 -1.853 3.542
60 Cl 4.469 -2.696 1.352
61 H 4.821 -2.949 3.653
62 C 1.186 6.648 -1.785
63 Cl 2.202 5.992 -3.078
64 Cl 2.151 7.033 -0.359
65 Cl 0.301 8.065 -2.346
66 H 0.467 5.889 -1.509
67 C -8.964 -1.912 -2.102
68 Cl -7.440 -1.916 -1.208
69 Cl -10.180 -2.875 -1.261
70 Cl -9.537 -0.262 -2.349
71 H -8.789 -2.359 -3.072
72 C 4.482 3.638 3.350
73 Cl 3.213 2.402 3.342
74 Cl 5.654 3.337 2.067
75 Cl 3.779 5.250 3.201
76 H 5.003 3.584 4.298
77 C 6.819 -2.840 -8.015
78 Cl 5.759 -4.071 -8.705
79 Cl 8.192 -2.533 -9.077
80 Cl 5.923 -1.348 -7.706
81 H 7.197 -3.210 -7.071
82 C -1.326 0.299 6.273
83 Cl -2.026 0.745 7.826
84 Cl -2.140 -1.120 5.596
85 Cl -1.397 1.656 5.147
86 H -0.285 0.044 6.429

(3)
Below is a structure of composition C21H24BrCl21N5O, with properties calculated with ωB97M-V with the def2-TZVPD basis set.

Calculated values
HOMO-LUMO gap = 7.4 eV
max |F| = 4.0 eV/A
highest occupied orbital energy = -11.592 eV
charge = +1
2S+1 = 1
calculated total energy = -364666.8897 eV

Positions of all 73 atoms, in Å:
1 N -1.074 -3.644 1.420
2 C -0.554 -2.238 1.427
3 C 0.720 -2.109 0.517
4 C 0.785 -0.594 -0.022
5 C 1.797 0.267 0.837
6 N 1.331 1.654 1.125
7 C 0.651 2.291 0.051
8 N 1.240 2.366 -1.120
9 Br 0.407 3.138 -2.611
10 N -0.661 2.747 0.390
11 C -0.655 2.796 1.874
12 C -2.027 2.852 2.661
13 C -2.487 1.472 3.278
14 C -4.008 1.142 3.118
15 O -4.492 0.372 3.924
16 N -4.863 1.645 2.067
17 C -4.228 1.268 0.770
18 C -3.938 2.358 -0.144
19 C -3.284 2.025 -1.404
20 C -2.964 0.624 -1.673
21 C -3.288 -0.465 -0.751
22 C -3.955 -0.137 0.525
23 C 0.427 1.777 2.301
24 Cl 1.478 2.219 3.719
25 H -0.668 -4.159 0.642
26 H -2.090 -3.623 1.358
27 H -0.302 -1.973 2.491
28 H -1.412 -1.587 1.119
29 H 0.609 -2.753 -0.399
30 H 1.687 -2.274 1.052
31 H 1.185 -0.617 -1.078
32 H -0.271 -0.223 -0.016
33 H 1.982 -0.304 1.789
34 H 2.781 0.283 0.295
35 H 2.179 1.992 -1.276
36 H -0.613 3.698 -0.011
37 H -0.198 3.794 2.112
38 H -1.835 3.548 3.526
39 H -2.824 3.359 2.055
40 H -1.933 0.584 2.856
41 H -2.252 1.470 4.372
42 H -5.689 1.029 2.109
43 H -4.201 3.396 0.161
44 H -3.034 2.851 -2.114
45 H -2.434 0.406 -2.635
46 H -3.028 -1.529 -0.973
47 H -4.218 -0.948 1.247
48 H 0.133 0.705 2.480
49 C 6.035 -0.840 -0.633
50 Cl 5.586 -2.043 0.587
51 Cl 6.936 0.475 0.135
52 Cl 7.040 -1.600 -1.874
53 Cl 4.561 -0.187 -1.387
54 C 11.463 -0.738 -2.366
55 Cl 9.718 -1.022 -2.127
56 Cl 11.718 0.417 -3.685
57 Cl 12.153 -0.078 -0.873
58 Cl 12.259 -2.271 -2.759
59 C -6.340 -3.766 1.888
60 Cl -6.716 -4.836 3.244
61 Cl -6.645 -2.085 2.358
62 Cl -4.630 -3.955 1.442
63 Cl -7.358 -4.186 0.501
64 C -8.352 0.660 -0.760
65 Cl -8.623 1.984 0.388
66 Cl -6.608 0.435 -0.996
67 Cl -9.059 -0.831 -0.119
68 Cl -9.112 1.056 -2.311
69 C 9.213 -1.509 -6.819
70 Cl 9.190 -1.047 -5.107
71 Cl 9.106 -0.053 -7.825
72 Cl 10.722 -2.364 -7.176
73 Cl 7.835 -2.570 -7.165

(4)
Below is a structure of composition C21H24Cl2CsN2O10, with properties calculated with ωB97M-V with the def2-TZVPD basis set.

Calculated values
energy relative to the best compared isomer or geometry (same formula, charge and spin) = 0.0 kJ/mol
HOMO-LUMO gap = 8.0 eV
max |F| = 3.6 eV/A
highest occupied orbital energy = -5.924 eV
charge = -1
2S+1 = 1
calculated total energy = -71214.9717 eV

Positions of all 60 atoms, in Å:
1 Cs -1.422 1.881 -2.201
2 C 1.219 1.269 3.310
3 C 1.728 2.677 3.352
4 O 0.841 3.726 2.695
5 C -0.309 3.982 3.436
6 C -1.601 3.761 2.667
7 O -1.805 2.407 2.355
8 C -2.792 2.126 1.385
9 C -2.610 0.637 0.995
10 O -1.370 0.535 0.197
11 C -0.497 -0.527 0.547
12 C 0.240 -0.281 1.863
13 O 0.599 1.086 2.001
14 H 0.399 1.080 4.037
15 H 2.134 0.552 3.431
16 H 2.657 2.706 2.799
17 H 2.089 3.074 4.379
18 H -0.250 5.078 3.752
19 H -0.284 3.284 4.270
20 H -1.543 4.338 1.706
21 H -2.502 4.128 3.231
22 H -2.674 2.820 0.450
23 H -3.806 2.320 1.758
24 H -3.429 0.421 0.306
25 H -2.604 0.085 1.970
26 H 0.295 -0.604 -0.258
27 H -1.075 -1.505 0.625
28 H 1.104 -0.986 1.830
29 H -0.446 -0.605 2.684
30 O 0.660 -1.422 -6.041
31 C 1.408 -2.389 -5.566
32 O 1.842 -3.332 -6.235
33 C 1.600 -2.546 -4.087
34 C 1.744 -3.662 -3.277
35 Cl 1.915 -5.232 -3.797
36 N 1.734 -3.291 -1.938
37 N 1.727 -1.936 -1.843
38 C 1.566 -1.447 -3.075
39 C 1.223 0.025 -3.321
40 O 0.500 0.310 -4.338
41 O 1.583 0.842 -2.463
42 C 2.027 -4.152 -0.780
43 C 1.673 -5.522 -0.769
44 C 2.320 -6.341 0.154
45 C 3.159 -5.843 1.168
46 C 3.344 -4.501 1.266
47 C 2.836 -3.629 0.274
48 H 0.580 -0.630 -5.352
49 H 0.979 -5.905 -1.571
50 H 2.188 -7.387 0.124
51 H 3.658 -6.489 1.866
52 H 3.776 -3.994 2.109
53 H 2.955 -2.537 0.356
54 Cl -3.881 4.368 -3.705
55 C -4.420 5.028 -2.096
56 C -3.982 3.926 -1.117
57 O -2.751 3.813 -0.809
58 O -4.959 3.311 -0.637
59 H -5.459 5.159 -2.091
60 H -3.831 5.936 -1.977